12
Properties=species:S:1:pos:R:3:forces:R:3:nbo_charge:R:1 method="wB97M-V/def2-TZVPD" e_above_lowest_kcal_mol=43.6 total_energy_ha=-306.43681 total_charge=0
C -1.312953 0.600903 0.418984 0.0 0.0 0.0 -0.643
C -0.668505 -0.665061 -0.077985 -0.2 0.0 0.2 0.087
O -0.159443 -0.654642 -1.407444 0.0 0.0 -0.2 -0.480
C 0.770764 -0.773761 -0.346011 0.2 0.0 0.1 -0.062
C 1.682129 0.399915 -0.115723 0.2 0.0 0.4 0.412
O 2.267623 0.572532 0.925633 -0.2 -0.1 -0.5 -0.501
H -1.273782 0.651713 1.511518 0.0 0.0 -0.1 0.227
H -0.809355 1.481965 0.010639 -0.1 -0.1 0.1 0.220
H -2.362727 0.631291 0.112088 0.1 0.0 0.0 0.223
H -1.179847 -1.591857 0.190907 0.1 0.2 -0.1 0.188
H 1.252359 -1.747232 -0.249719 0.0 0.1 0.1 0.207
H 1.793742 1.094239 -0.972884 -0.1 0.0 0.1 0.122


29
Properties=species:S:1:pos:R:3:forces:R:3:nbo_charge:R:1 method="wB97M-V/def2-TZVPD" e_above_lowest_kcal_mol=220.6 total_energy_ha=-595.93614 total_charge=0
C -4.765623 0.307352 -0.774750 4.9 -0.3 -0.7 -0.254
C -2.671014 -0.671326 0.183515 -3.4 -0.3 0.0 0.221
C -2.207199 0.535326 0.457718 -2.4 6.5 -0.6 -0.250
C -0.925685 0.801037 0.741845 0.3 2.3 -0.2 -0.189
C -0.001203 -0.160482 0.864960 3.2 -4.6 -1.0 -0.022
C 1.410375 0.086653 1.363456 -2.1 1.0 4.3 -0.450
C 2.326450 -0.127773 0.244525 1.2 3.5 0.8 -0.152
C 2.796755 1.222186 -0.316532 -0.5 1.6 2.9 -0.217
C 2.853349 -1.207839 -0.144496 6.5 -5.6 -3.1 0.125
C 3.853560 -2.104744 -0.723561 -4.5 3.7 3.2 -0.474
C -0.264766 -1.495292 0.335824 -3.5 3.6 1.1 -0.191
C -1.726950 -1.591637 0.137210 4.4 -5.9 0.3 -0.242
H -5.603540 -0.251438 -0.910769 -2.6 -1.0 -1.1 0.177
H -5.041718 1.305626 -0.179719 1.4 -2.3 -1.2 0.211
H -3.980286 0.390911 -1.956019 -2.8 0.2 4.0 0.202
H -2.788121 1.571507 0.345541 0.6 -2.7 0.2 0.200
H -0.656912 1.852256 0.563122 0.4 -0.5 1.2 0.230
H 1.333743 1.132593 1.924287 0.9 -1.5 -2.0 0.235
H 1.602442 -0.508354 2.369725 -0.2 0.3 -2.4 0.236
H 3.662973 1.223621 -0.947404 -0.2 -0.4 -1.5 0.204
H 3.267064 1.822233 0.542953 -0.6 -1.3 -0.5 0.186
H 1.852107 3.070757 -0.523278 -0.7 -2.2 -0.1 0.359
H 1.388461 1.911471 -1.672666 0.0 0.3 3.0 0.357
H 4.797008 -2.412889 -0.308434 0.2 0.8 0.7 0.212
H 3.497088 -2.832344 -1.367187 -0.8 -1.0 -1.7 0.194
H 0.494491 -2.288458 0.113644 -1.1 0.8 0.7 0.242
H -2.026671 -2.639822 0.217482 -0.4 0.0 -1.0 0.214
N 1.554417 2.025986 -0.572746 1.6 1.9 -4.3 -0.832
O -4.030601 -0.967118 -0.008240 0.2 3.5 -1.0 -0.533


45
Properties=species:S:1:pos:R:3:forces:R:3:nbo_charge:R:1 method="wB97M-V/def2-TZVPD" e_above_lowest_kcal_mol=113.4 total_energy_ha=-1072.95815 total_charge=0
C 1.611714 0.203366 3.145951 1.5 0.5 0.2 -0.381
C 1.053468 -0.367419 2.053295 6.9 4.7 1.3 -0.025
C -0.146172 -0.976378 1.907229 -5.9 -3.5 -1.6 -0.656
C 1.888747 -0.067170 0.843606 1.8 -2.0 0.9 -0.430
C 1.229755 0.632586 -0.240785 0.1 -1.6 -2.6 -0.509
C 0.264087 -0.266983 -1.035914 0.0 4.3 -1.6 0.822
O -0.826680 0.204581 -1.378053 -0.4 -0.9 0.6 -0.732
O 0.838554 -1.214598 -1.692364 0.3 -2.1 -0.3 -0.694
H 1.301745 0.073652 4.194589 -0.2 0.1 -0.6 0.191
H 2.603883 0.864042 3.010209 -2.5 -1.8 0.4 0.188
H -0.960726 -0.264193 2.036744 -0.2 0.2 -0.1 0.272
H -0.407361 -1.525319 0.904709 0.9 1.1 1.7 0.181
H -0.310982 -1.716222 2.671824 -0.2 -0.5 0.4 0.232
H 2.262621 -1.074267 0.503837 -0.5 0.8 -0.2 0.245
H 2.863557 0.414676 1.045041 -0.7 0.0 0.5 0.218
H 2.061619 0.809332 -0.924833 -0.2 -0.2 -0.7 0.247
H 0.853699 1.613203 -0.149534 -1.0 0.8 1.0 0.232
H 0.189182 -1.720710 -2.313760 0.3 0.6 0.7 0.516
O -2.392712 -3.100766 -0.425885 -1.7 1.4 1.6 -0.967
H -2.574995 -2.836518 0.520831 0.2 -0.3 -1.6 0.491
H -2.249930 -4.035482 -0.357847 0.3 -0.8 0.1 0.486
O -1.031187 -2.522526 -2.851236 -1.9 4.1 -1.6 -0.938
H -1.734222 -1.713193 -2.798000 2.4 -2.6 -0.3 0.514
H -1.415788 -3.095470 -2.228579 -0.9 -1.4 1.5 0.497
O 2.398645 -3.307778 1.279391 -0.5 0.5 -0.9 -0.940
H 1.463975 -3.188541 1.046332 0.2 0.0 -0.6 0.478
H 2.272617 -3.737026 2.102813 0.4 -0.7 1.5 0.461
O -1.571949 2.231917 2.141504 1.1 -3.4 0.1 -0.966
H -2.107602 2.671682 2.744998 -1.2 1.7 1.0 0.476
H -1.275216 2.716513 1.408182 0.2 1.7 -1.1 0.492
O -0.069239 -3.741250 -0.310265 0.5 0.9 -0.2 -0.969
H 0.415592 -4.136293 -1.036262 0.5 -0.1 -0.1 0.480
H -0.233616 -2.808851 -0.610540 0.2 -1.5 0.5 0.488
O 1.632570 4.053712 0.601593 1.5 -1.2 1.0 -0.973
H 2.348602 3.566481 1.111574 -1.4 1.0 -0.9 0.467
H 1.669703 3.648011 -0.285652 0.0 0.1 0.2 0.484
O 1.243889 3.600587 -2.034101 -2.3 1.2 0.3 -0.962
H 0.423848 3.048601 -2.219511 1.3 1.1 0.4 0.494
H 0.858330 4.502351 -1.720790 0.8 -2.3 -1.0 0.495
O -2.942001 1.449574 -2.920452 -0.7 0.1 1.7 -0.946
H -2.174146 0.911758 -2.695232 0.4 -0.1 -0.3 0.485
H -3.291050 1.559561 -1.991862 0.1 -0.2 -1.6 0.457
O -1.876297 3.129638 -0.827913 0.2 2.7 0.8 -0.975
H -2.560515 3.262244 -1.476878 0.0 -0.4 -0.4 0.487
H -1.598004 2.248865 -0.748017 0.2 -2.2 -0.4 0.486


7
Properties=species:S:1:pos:R:3:forces:R:3:nbo_charge:R:1 method="wB97M-V/def2-TZVPD" multiplicity=3 e_above_lowest_kcal_mol=136.9 total_energy_ha=-298.97628 total_charge=0
C -0.697373 0.990075 0.133554 0.2 1.9 -0.7 -0.346
N -0.026697 0.007565 0.629126 1.2 -2.9 1.4 -0.040
N 0.775948 -0.869347 -0.035997 -1.8 -2.1 0.4 0.571
O 1.937420 -0.708190 0.092066 2.1 -0.2 -0.2 -0.299
O 0.175673 -1.833867 -0.570427 1.0 2.0 0.2 -0.315
H -1.428643 1.469405 0.637325 -1.9 1.7 1.8 0.212
H -0.736329 0.944357 -0.885647 -0.8 -0.3 -2.9 0.218


8
Properties=species:S:1:pos:R:3:forces:R:3:nbo_charge:R:1 method="wB97M-V/def2-TZVPD" e_above_lowest_kcal_mol=17.6 total_energy_ha=-3572.36004 total_charge=0
C 0.140908 -0.200291 0.188072 0.7 -0.4 0.7 -0.683
C 1.240651 -1.264184 0.290149 1.2 1.8 -1.4 -0.085
Cl 0.607252 -2.804335 0.332984 -0.7 -1.8 0.1 0.108
Cl 2.431356 -1.355151 -1.501688 -1.4 0.6 2.0 -0.215
Br 2.421128 -0.884224 1.685804 0.8 0.0 0.6 0.150
H -0.001643 -0.187762 -0.840870 -0.9 0.6 -1.9 0.245
H -0.723619 -0.602855 0.683017 -0.5 -0.3 0.1 0.237
H 0.275864 0.802817 0.602935 0.8 -0.4 -0.2 0.245


14
Properties=species:S:1:pos:R:3:forces:R:3:nbo_charge:R:1 method="wB97M-V/def2-TZVPD" e_above_lowest_kcal_mol=98.8 total_energy_ha=-270.40041 total_charge=0
O -1.098784 -2.394431 -0.587213 1.1 0.7 0.2 -0.572
C -1.318870 -1.278479 -0.169472 -2.1 -0.8 3.7 0.370
C -0.694794 -0.352098 1.067100 -0.4 -2.3 -0.7 -0.513
C 0.079759 0.210852 -0.015211 -1.0 -0.4 -3.4 -0.120
C 0.720687 1.490845 -0.319945 0.3 0.7 -0.3 -0.415
C 1.515064 0.197552 -0.355657 0.5 -0.1 0.0 -0.410
H -2.333638 -0.892972 -0.103348 -0.5 0.7 -1.7 0.138
H -1.455345 0.296855 1.537713 0.3 -0.5 -0.4 0.216
H -0.221170 -1.034507 1.761373 0.4 0.3 0.2 0.230
H -0.607391 -0.195566 -1.123432 1.6 1.5 1.9 0.179
H 0.489417 1.940280 -1.278665 0.1 0.1 0.1 0.224
H 0.872187 2.200518 0.486912 0.1 -0.1 0.0 0.221
H 1.804995 -0.199102 -1.324555 -0.1 0.1 0.2 0.229
H 2.247883 0.010254 0.424399 -0.2 0.0 0.0 0.223


73
Properties=species:S:1:pos:R:3:forces:R:3:mulliken_charge:R:1 method="wB97M-V/def2-TZVPD" e_above_lowest_kcal_mol=0.0 total_energy_ha=-4244.56543 total_charge=+2
Zr -0.779129 -0.404764 -0.939902 4.4 -4.1 -2.4 0.635
C -3.230069 -0.017410 -1.478532 0.3 1.7 0.9 0.570
C -3.438235 -0.987659 -0.487276 1.2 2.2 1.4 1.311
C -2.034194 0.648482 0.433283 -2.4 -0.7 -1.9 0.136
C -2.379602 1.049787 -0.973830 -2.0 -1.3 2.8 0.819
C -2.468723 -0.781706 0.623652 -2.4 3.0 -0.5 1.029
C -4.099458 0.212460 -2.656056 0.4 -0.8 -1.6 -2.025
H -4.164369 -0.721888 -3.232005 -0.4 0.2 0.1 0.478
H -3.690914 0.935175 -3.370855 0.1 -0.1 0.3 0.398
H -5.102370 0.580940 -2.420993 0.1 -0.2 0.3 0.338
C -2.244488 2.368857 -1.620580 0.2 0.8 -0.2 -1.824
H -2.276587 2.278425 -2.707074 -0.1 0.0 0.3 0.422
H -1.270693 2.806857 -1.385826 -0.2 0.4 0.2 0.353
H -3.056993 3.070495 -1.347717 0.4 -0.3 0.2 0.352
C -1.300463 1.541939 1.324836 -0.3 0.3 0.1 -1.160
H -1.902414 2.461786 1.420102 0.3 -0.2 0.1 0.507
H -0.306665 1.865410 0.963164 -0.1 -0.2 0.2 0.316
H -1.203509 1.022519 2.273675 0.1 0.3 0.0 -0.096
C -2.530557 -1.489341 1.959802 0.0 -0.1 0.6 -1.386
H -3.214002 -2.346165 1.970124 0.1 0.2 -0.4 0.388
H -2.924322 -0.783909 2.707622 0.0 -0.1 -0.3 0.429
H -1.608743 -1.874938 2.413370 0.1 0.3 -0.6 0.068
C -4.742139 -1.639700 -0.410403 0.0 -2.2 -0.6 -1.899
H -5.560084 -1.025744 -0.018065 0.6 0.4 0.3 0.336
H -4.653944 -2.548938 0.167520 -0.4 -0.3 0.3 0.463
H -5.093334 -1.925795 -1.398349 0.0 -0.2 -0.2 0.477
C 2.516571 -0.901192 -0.803825 -0.9 1.2 -0.1 1.917
C 2.229571 -1.968747 -1.573037 -0.4 0.0 0.3 -0.083
C 2.642820 -3.386118 -1.250308 -0.2 -0.4 0.2 -1.361
C 2.592469 -3.866017 0.255533 -0.3 0.9 0.6 -0.637
C 1.343611 -3.402816 1.009731 0.0 0.8 0.1 -0.324
C 1.364636 -2.230859 1.699021 -0.9 -0.3 0.0 -0.309
C 2.501646 -1.224521 1.851929 0.0 0.1 -0.6 0.902
C 3.277226 -0.895866 0.504254 1.0 0.5 0.2 -1.503
H 3.664509 -3.470206 -1.630271 0.2 -0.1 0.2 0.398
H 3.396214 -3.366319 0.846748 -0.2 -0.9 -0.7 0.254
H 2.087484 -4.091666 -1.872998 -0.2 0.1 0.1 0.387
H 4.154499 -1.538542 0.260164 -0.5 0.2 0.8 0.545
H 2.337776 0.121105 -1.241864 0.0 -1.3 0.6 -1.354
H 1.681634 -1.799592 -2.526166 0.7 -0.3 0.6 0.423
H 3.709887 0.133219 0.633482 -0.3 -0.9 -0.1 0.561
H 2.071419 -0.256621 2.225900 0.3 -1.2 -0.7 -1.562
H 0.449464 -1.964850 2.275615 0.7 -0.2 -0.3 0.121
H 3.167032 -1.537699 2.690447 -0.1 0.1 -0.8 0.580
H 2.684569 -4.967543 0.348738 0.1 0.7 -0.3 0.479
H 0.411836 -4.020714 1.006528 0.9 0.6 0.0 0.531
P 0.953164 0.688580 -3.292784 0.4 3.0 -1.7 0.640
C -0.175163 1.964463 -3.992648 -1.1 0.0 -0.3 -1.428
H 0.270180 2.483764 -4.836335 0.2 -0.1 0.0 0.533
H -0.458102 2.730612 -3.272859 0.3 -0.2 -0.1 0.353
H -1.092941 1.516223 -4.353780 -0.3 -0.1 -0.3 0.388
C 1.957602 2.078331 -2.584655 0.6 -0.2 0.6 -1.398
H 2.458100 2.621899 -3.392581 -0.2 -0.2 0.1 0.441
H 2.712794 1.717942 -1.899649 0.4 0.2 0.0 0.480
H 1.341355 2.797325 -2.046231 -0.1 -0.1 0.1 0.395
C 1.943331 0.588293 -4.936938 0.1 -1.4 -0.2 -1.351
H 2.200936 1.602863 -5.348489 -0.4 -0.9 0.9 0.444
H 1.347540 0.045687 -5.696881 0.1 0.4 0.4 0.405
H 2.853739 -0.030036 -4.828081 -0.3 0.5 0.1 0.363
P 0.705440 1.033334 3.575701 0.2 0.4 1.5 1.041
C -0.184065 1.057200 5.197204 -0.1 -0.3 0.2 -1.391
H 0.384110 1.692380 5.898647 -0.4 -0.3 -0.2 0.402
H -0.257367 0.037797 5.593532 0.1 0.2 0.1 0.355
H -1.207900 1.442257 5.123029 0.2 0.0 -0.1 0.413
C 2.413661 1.178717 4.258410 0.1 -0.3 -0.2 -1.259
H 2.423789 1.794696 5.163606 0.0 -0.1 -0.2 0.488
H 3.081359 1.623289 3.515711 0.0 0.0 0.0 0.382
H 2.799919 0.177798 4.481461 0.0 0.2 0.1 0.343
C 0.429559 2.794267 3.214471 0.0 0.4 -0.4 -1.356
H 0.824943 3.408131 4.007791 0.1 0.3 0.3 0.466
H -0.627413 3.023109 3.099441 0.0 0.0 0.2 0.403
H 0.913466 3.083321 2.287315 0.2 0.2 -0.2 0.338
Br -1.020906 -2.811849 -1.453714 0.0 -0.1 -0.4 -0.294


84
Properties=species:S:1:pos:R:3:forces:R:3:mulliken_charge:R:1 method="wB97M-V/def2-TZVPD" total_energy_ha=-3432.80933 total_charge=+1
C 5.420759 1.405258 3.994389 -0.2 0.3 0.0 -1.171
C 5.207273 1.798964 2.557637 -0.1 -0.2 -0.1 0.527
N 4.977422 0.907175 1.696889 0.0 0.0 0.0 -0.630
C 5.278643 3.283920 2.233006 0.1 0.0 0.1 -0.738
C 4.388545 4.093761 3.116478 0.1 0.1 0.0 -0.910
C 3.089421 3.739531 3.381797 -0.4 0.0 0.1 0.413
C 2.306127 4.535204 4.208580 0.2 -0.2 -0.1 0.815
C 0.897312 4.075957 4.478904 0.1 -0.3 0.4 0.084
O 0.563939 3.683128 5.553499 -0.1 0.5 -0.4 -0.447
O 0.128646 4.124806 3.363716 -0.1 -0.3 0.3 -0.464
C 2.835379 5.694017 4.772559 -0.3 -0.2 0.1 -0.414
C 4.125147 6.019110 4.485999 0.2 0.1 0.0 -0.587
N 4.855098 5.224762 3.678885 0.1 -0.1 0.0 0.073
H 4.480298 1.032171 4.397528 0.0 -0.2 0.0 0.275
H 6.170105 0.624913 4.062581 0.0 -0.1 0.0 0.409
H 5.710431 2.252354 4.615117 0.2 0.0 0.0 0.305
H 4.826024 1.294838 0.766767 0.0 0.0 0.0 0.259
H 6.314961 3.605863 2.356163 0.1 0.1 -0.1 0.396
H 4.981049 3.454276 1.198997 0.0 0.0 -0.1 0.384
H 2.689056 2.836495 2.934814 0.0 -0.1 -0.1 0.870
H 0.455071 3.418945 2.776903 -0.1 -0.1 -0.3 0.131
H 2.249670 6.318296 5.427950 0.0 0.0 0.1 0.526
H 4.608557 6.896926 4.882627 0.1 0.0 0.0 0.401
H 5.814438 5.477068 3.478384 0.0 0.1 0.0 0.288
C -1.465212 0.608394 -0.386071 0.0 0.1 0.1 0.662
C -1.809266 2.096516 -0.516120 0.1 0.0 0.0 -0.938
C -0.808488 2.871203 0.352092 -0.2 0.0 -0.1 -0.833
S 0.689694 1.866233 0.390515 -0.5 0.3 -0.4 1.519
O 0.915538 1.464405 1.771777 0.2 0.3 0.2 -0.681
O 1.755131 2.537072 -0.315336 0.3 0.0 0.2 -0.800
C 0.042007 0.510849 -0.570797 0.0 -0.3 0.1 -0.365
H -1.966872 0.003533 -1.133042 0.0 0.0 -0.1 -0.694
H -1.747870 0.238458 0.602565 0.0 0.0 0.0 0.346
H -1.707119 2.405915 -1.557590 0.0 0.0 0.0 0.145
H -2.832845 2.304178 -0.211818 0.0 0.0 0.0 0.486
H -0.553605 3.846164 -0.056520 0.1 0.0 0.1 0.541
H -1.165541 2.976252 1.375367 0.0 -0.1 0.0 0.408
H 0.474966 -0.419916 -0.211390 0.1 0.0 0.0 -0.071
H 0.330982 0.683513 -1.606759 0.1 0.0 0.0 0.442
C -3.350159 -4.800292 -1.410429 0.1 0.1 0.0 -0.429
C -3.695694 -4.070411 -0.104020 0.0 0.0 -0.1 -0.768
C -3.152611 -2.643062 -0.223346 -0.1 -0.1 0.1 -0.183
S -3.167499 -2.257302 -1.976229 -0.2 -0.3 0.1 1.362
O -1.807610 -2.063994 -2.431858 0.0 0.2 0.0 -0.640
O -4.157883 -1.238556 -2.245595 0.2 0.2 0.0 -0.761
C -3.747430 -3.850634 -2.538295 0.0 -0.2 0.0 -0.948
H -3.874925 -5.750253 -1.495079 0.0 0.0 0.0 0.418
H -2.277694 -4.999705 -1.450292 0.0 0.0 0.0 0.145
H -4.779354 -4.046679 0.027125 0.0 0.0 0.0 0.368
H -3.267300 -4.567300 0.764468 0.0 0.0 0.0 0.314
H -3.769033 -1.911036 0.293747 0.0 0.1 -0.1 0.437
H -2.124848 -2.581098 0.124744 0.0 0.0 -0.1 -0.117
H -3.285458 -4.074773 -3.497028 0.0 0.1 0.0 0.490
H -4.829038 -3.779532 -2.649375 0.0 0.0 0.0 0.395
C -3.553674 1.984502 -5.999763 0.0 -0.1 0.0 -0.620
C -2.654646 1.009926 -5.224470 0.0 0.0 0.0 -0.197
C -3.305855 -0.374639 -5.303982 0.2 0.1 0.1 -0.397
S -4.233313 -0.403024 -6.843892 0.1 0.0 0.0 1.164
O -5.636746 -0.512582 -6.539055 0.0 0.0 0.0 -0.651
O -3.615217 -1.309804 -7.776604 -0.1 0.0 0.0 -0.681
C -3.882503 1.290221 -7.317297 0.0 0.2 0.1 -0.771
H -3.065270 2.943499 -6.167955 0.0 0.0 0.0 0.361
H -4.472849 2.168023 -5.439628 0.0 0.0 0.0 0.312
H -1.664480 0.982959 -5.684166 0.0 0.0 0.0 0.329
H -2.527767 1.314868 -4.185646 0.0 0.0 0.0 -0.154
H -2.575473 -1.179575 -5.322939 -0.1 -0.1 0.0 0.415
H -4.011467 -0.533610 -4.492608 -0.1 0.0 0.0 0.126
H -4.749399 1.696008 -7.832621 0.0 -0.1 0.0 0.423
H -3.023345 1.268538 -7.986897 0.0 0.0 0.0 0.344
C 2.416890 -3.839248 2.478587 -0.1 -0.1 0.0 -0.644
C 2.128695 -5.337562 2.651179 0.0 0.0 0.0 -0.652
C 0.663354 -5.569742 2.260392 0.2 -0.1 0.1 -0.804
S 0.264586 -4.296295 1.055671 0.1 -0.1 0.0 1.437
O -0.747889 -3.427035 1.614447 0.1 0.0 0.0 -0.724
O 0.055725 -4.881349 -0.242868 -0.1 0.0 0.0 -0.752
C 1.845193 -3.458173 1.116753 0.1 0.0 0.1 -0.399
H 3.481777 -3.621193 2.534387 0.0 0.0 0.0 0.407
H 1.915337 -3.269404 3.263498 0.0 0.0 0.0 0.293
H 2.781697 -5.913762 1.993944 0.0 0.0 0.0 0.306
H 2.314705 -5.669547 3.670651 0.0 0.0 0.0 0.337
H 0.492713 -6.537971 1.797449 -0.1 0.0 0.0 0.386
H -0.012511 -5.437878 3.102919 0.0 0.1 0.0 0.391
H 1.684771 -2.390644 0.985636 -0.1 0.0 0.0 -0.039
H 2.448625 -3.851391 0.299298 0.0 0.0 0.0 0.407